# 1
DFT (ωB97M-V/def2-TZVPD) results for C19H55Ag2N8O7 as an isolated structure at a distorted geometry.

Computed properties:
- calculated total energy (eV) = -54828.0387
- ΔE to the lowest compared entry with this formula, charge and spin (kcal per mole) = 255.58
- LUMO (hartree) = -0.219
- gap between HOMO and LUMO (eV) = 2.8
- total charge = +1

Last column: Löwdin charge in e.
Geometry (Å):
Ag 13.38287 -13.46175 -7.99847  0.76
Ag 7.49301 -15.25010 -8.61605  0.67
C 10.37903 -13.57030 -13.38073  -0.33
O 10.49643 -13.50121 -12.00949  -0.29
H 11.20788 -13.97119 -13.96417  0.06
H 9.43428 -13.95834 -13.76152  0.06
H 10.35898 -12.55753 -13.78323  0.07
C 3.57832 -10.40737 -17.82302  -0.09
C 5.01545 -9.91150 -17.70878  -0.41
C 5.08652 -8.85443 -16.51155  -0.20
O 6.35291 -8.18778 -16.53806  -0.21
C 6.55938 -7.36479 -15.37604  -0.10
N 5.90317 -11.02008 -17.37733  0.03
H 3.30433 -10.91119 -16.89610  0.07
H 3.45409 -11.14111 -18.61945  0.07
H 2.85093 -9.63096 -18.06006  0.07
H 5.26776 -9.45104 -18.66399  0.14
H 4.84212 -9.40563 -15.60350  0.12
H 4.37879 -8.06217 -16.75552  0.12
H 6.66933 -7.94973 -14.46288  0.08
H 5.75484 -6.63377 -15.29587  0.09
H 7.55076 -6.92613 -15.48930  0.08
H 5.96333 -11.34423 -16.42265  0.07
H 6.79046 -10.53926 -17.41758  0.06
C 15.75283 -17.59660 -10.65959  -0.08
C 16.95344 -17.11701 -11.33284  -0.49
C 17.52394 -15.85264 -10.68732  -0.17
O 16.77786 -14.66599 -11.04117  -0.19
C 16.84083 -14.31472 -12.36178  -0.14
N 17.96716 -18.14307 -11.22923  0.04
H 14.92995 -16.95775 -10.98031  0.08
H 15.76067 -17.64111 -9.57054  0.08
H 15.35684 -18.59361 -10.85260  0.08
H 16.83203 -17.05478 -12.41427  0.13
H 18.52243 -15.74403 -11.11077  0.12
H 17.72760 -16.04645 -9.63420  0.13
H 16.74721 -15.15253 -13.05273  0.08
H 17.75455 -13.76801 -12.59485  0.09
H 16.09261 -13.53229 -12.48852  0.09
H 18.29714 -18.07439 -10.27715  0.07
H 18.73819 -17.88464 -11.82826  0.08
C 13.87598 -22.63572 -18.64007  -0.07
C 13.01147 -21.42564 -18.30463  -0.44
C 13.55204 -19.97919 -18.71805  -0.15
O 13.31475 -19.53579 -20.09194  -0.18
C 14.05280 -20.24831 -21.06348  -0.13
N 11.65433 -21.61511 -18.72742  0.04
H 14.90969 -22.49385 -18.95534  0.08
H 13.33233 -23.12668 -19.44722  0.06
H 13.80701 -23.50795 -17.99004  0.07
H 12.99691 -21.42328 -17.21472  0.12
H 14.52445 -19.74054 -18.28729  0.11
H 12.90291 -19.27374 -18.19934  0.11
H 13.68177 -21.24244 -21.31277  0.08
H 15.05293 -20.46218 -20.68650  0.08
H 14.29688 -19.77220 -22.01313  0.08
H 11.60658 -21.78616 -19.72167  0.07
H 11.14064 -20.79392 -18.44128  0.08
C 3.46791 -19.10150 -16.42515  -0.09
C 2.32870 -19.67239 -15.56794  -0.44
C 1.29470 -20.37422 -16.53382  -0.16
O 2.00092 -21.52400 -17.04553  -0.21
C 1.41927 -22.26414 -18.11601  -0.10
N 2.92916 -20.49275 -14.59735  0.03
H 3.11161 -18.37579 -17.15624  0.07
H 3.96435 -19.75084 -17.14627  0.08
H 4.26114 -18.64364 -15.83419  0.07
H 1.77907 -18.85252 -15.10553  0.12
H 0.94553 -19.79054 -17.38559  0.12
H 0.44290 -20.51736 -15.86895  0.11
H 1.38341 -21.66596 -19.02649  0.08
H 0.36300 -22.43211 -17.90583  0.08
H 1.92403 -23.18520 -18.40748  0.09
H 3.84338 -20.19631 -14.28684  0.07
H 2.85193 -21.47301 -14.82809  0.08
C 12.81670 -7.81843 -9.41217  -0.85
O 12.67982 -8.63810 -8.63632  0.10
N 12.11678 -7.79380 -10.56259  0.15
N 13.57566 -6.76204 -9.30039  0.16
H 12.22793 -6.95579 -11.11529  0.10
H 11.55707 -8.62552 -10.68535  0.11
H 13.75668 -5.93655 -9.85346  0.11
H 13.99984 -6.59760 -8.39865  0.11
C 2.39657 -12.78169 -11.03534  -0.79
O 3.44421 -12.73046 -10.38878  -0.01
N 2.36352 -13.09266 -12.28478  0.16
N 1.21946 -12.49416 -10.55476  0.16
H 3.18571 -13.48194 -12.72359  0.12
H 1.48261 -13.24518 -12.75470  0.11
H 1.11590 -12.31227 -9.56669  0.12
H 0.43249 -12.43597 -11.18514  0.11



# 2
DFT (ωB97M-V/def2-TZVPD) results for C32H22AsF3NNaS2 as an isolated structure.

Computed properties:
- calculated total energy (eV) = -130110.4542
- ΔE to the lowest compared entry with this formula, charge and spin (kcal per mole) = 0.00
- LUMO (hartree) = 0.150
- gap between HOMO and LUMO (eV) = 5.6
- total charge = -2

Last column: natural (NBO) charge in e.
Geometry (Å):
Na -2.46304 1.35789 -0.90531  0.77
S -2.08997 -0.64207 3.55951  0.30
C -1.23441 0.86009 3.68525  -0.26
C -0.61468 1.44876 4.78169  -0.22
C -0.00842 2.68013 4.60846  -0.24
C -0.02748 3.31998 3.36454  -0.22
C -0.63894 2.73778 2.27170  -0.21
C -1.23934 1.48709 2.42869  0.19
N -1.86525 0.78998 1.42168  -0.50
C -2.37094 -0.32599 1.83611  0.19
C -3.09683 -1.29611 1.00260  -0.23
C -3.44476 -2.53007 1.57671  -0.21
C -4.08949 -3.48460 0.81627  -0.27
C -4.36418 -3.19596 -0.51876  -0.25
C -4.01224 -1.96600 -1.05688  -0.21
C -3.37239 -0.93402 -0.33820  -0.34
H -0.61002 0.95975 5.74850  0.20
H 0.47945 3.15841 5.44993  0.19
H 0.43557 4.29348 3.25908  0.20
H -0.69850 3.23448 1.31160  0.26
H -3.20228 -2.76678 2.60967  0.19
H -4.35469 -4.44493 1.24660  0.18
H -4.85625 -3.94226 -1.13924  0.18
H -4.25190 -1.80132 -2.10677  0.17
S -1.23011 0.56193 -3.47085  -0.46
C 0.44978 0.49358 -3.86097  -0.14
C 0.87261 0.43978 -5.20708  -0.26
C 2.20317 0.34564 -5.55658  -0.22
C 3.19124 0.30374 -4.57600  -0.32
C 2.80578 0.35825 -3.24315  -0.15
C 1.46518 0.44378 -2.87762  -0.42
As 0.89235 0.65362 -1.02162  0.94
C 2.66946 0.66736 -0.16238  -0.33
C 3.44786 -0.46913 0.05094  -0.23
C 4.68825 -0.37939 0.66490  -0.22
C 5.17613 0.85397 1.07654  -0.24
C 4.41303 1.99349 0.87252  -0.25
C 3.16843 1.89528 0.26262  -0.15
C 0.44101 -1.18026 -0.52073  -0.34
C 0.46278 -1.51464 0.83073  -0.23
C 0.08024 -2.77768 1.25200  -0.22
C -0.35388 -3.71465 0.32482  -0.22
C -0.39608 -3.38089 -1.01892  -0.23
C 0.00523 -2.12075 -1.44456  -0.14
H 0.10842 0.47725 -5.97420  0.21
H 2.47474 0.30859 -6.60744  0.19
H 4.23953 0.23285 -4.84271  0.19
H 3.56726 0.33690 -2.47314  0.19
H 3.07354 -1.43501 -0.26719  0.23
H 5.27618 -1.27699 0.82189  0.20
H 6.14399 0.92390 1.55989  0.19
H 4.77970 2.96023 1.19801  0.20
H 2.56834 2.78800 0.12236  0.21
H 0.77088 -0.77732 1.56763  0.21
H 0.08515 -3.01495 2.30994  0.20
H -0.69580 -4.68865 0.65463  0.20
H -0.76925 -4.09505 -1.74359  0.20
H -0.06211 -1.85448 -2.49187  0.23
F -3.86316 4.56972 -1.42150  -0.44
C -3.27444 3.75787 -0.42961  0.47
F -2.51869 4.72825 0.28053  -0.45
F -4.36579 3.58817 0.44831  -0.44



# 3
DFT (ωB97M-V/def2-TZVPD) results for a 9-piece molecular cluster, C17H39N5O22 overall at a distorted geometry.

Computed properties:
- calculated total energy (eV) = -70741.9185
- ΔE to the lowest compared entry with this formula, charge and spin (kcal per mole) = 20.75
- LUMO (hartree) = -0.021
- gap between HOMO and LUMO (eV) = 9.8
- SMILES string = C[N+](=O)[O-].C[N+](=O)[O-].C[N+](=O)[O-].C[N+](=O)[O-].C[N+](=O)[O-].COC(=O)OC.COC(=O)OC.COC(=O)OC.COC(=O)OC
- total charge = 0

Last column: Löwdin charge in e.
Geometry (Å):
C -2.83689 0.91695 -2.53449  -0.03
O -2.57939 -0.01143 -3.58273  0.01
C -3.50843 -0.91743 -3.83112  -0.63
O -4.59333 -0.98282 -3.34512  0.13
O -2.98823 -1.77208 -4.72226  0.01
C -3.86134 -2.75824 -5.23745  -0.06
H -2.26602 1.80785 -2.78501  0.09
H -2.39985 0.57192 -1.59256  0.09
H -3.89976 1.06417 -2.36430  0.10
H -4.82964 -2.79627 -4.73146  0.09
H -3.45192 -3.74349 -5.01810  0.09
H -4.04283 -2.56687 -6.29278  0.09
C 4.35035 -0.94002 1.63333  -0.05
O 4.11804 0.36087 2.13847  0.00
C 3.72428 0.42358 3.40516  -0.62
O 3.43699 -0.50458 4.11267  0.13
O 3.69015 1.70846 3.75403  0.01
C 3.04665 2.08171 4.93929  -0.06
H 4.42322 -1.74225 2.35911  0.10
H 5.22929 -0.92471 0.98553  0.09
H 3.59802 -1.24004 0.89758  0.07
H 3.55090 2.91132 5.43179  0.09
H 2.88964 1.30786 5.69189  0.10
H 2.02958 2.42362 4.71531  0.09
C 0.29650 -3.21682 3.21445  -0.01
O -0.41604 -2.67108 4.32906  0.02
C -1.72749 -2.73047 4.31614  -0.63
O -2.41530 -3.28579 3.49366  0.11
O -2.20866 -1.93383 5.26879  0.01
C -3.53167 -2.24540 5.68082  -0.06
H 0.40275 -2.39918 2.50026  0.07
H -0.28186 -4.04699 2.81374  0.09
H 1.29499 -3.49413 3.54038  0.09
H -3.76795 -3.30925 5.69577  0.10
H -4.28485 -1.82859 5.01013  0.09
H -3.68980 -1.82870 6.67078  0.09
C -2.68118 -2.79840 0.13236  -0.05
O -3.85301 -3.45271 -0.30642  0.03
C -3.81803 -4.09797 -1.45935  -0.60
O -2.99885 -3.98312 -2.33414  0.12
O -4.95585 -4.79481 -1.55760  0.00
C -5.04942 -5.79262 -2.55521  -0.05
H -2.34253 -2.08860 -0.62439  0.08
H -1.86249 -3.48807 0.34133  0.10
H -2.81037 -2.22960 1.04840  0.09
H -5.59349 -6.62439 -2.11539  0.09
H -4.08030 -6.05945 -2.97467  0.09
H -5.63818 -5.42370 -3.40070  0.09
C 0.13176 4.80737 2.07820  0.06
N -1.05834 3.97218 1.72798  -0.43
O -0.82226 2.87891 1.24680  0.04
O -2.16522 4.32856 2.07480  0.08
H 0.24675 5.43337 1.19286  0.09
H 0.96853 4.14663 2.25679  0.09
H -0.16668 5.43064 2.91434  0.10
C 3.50372 3.55531 -0.44291  0.05
N 3.78411 4.98717 -0.14170  -0.44
O 2.87607 5.72314 0.17170  0.04
O 4.92837 5.33965 -0.30588  0.08
H 3.64720 3.33524 -1.49578  0.09
H 2.49535 3.37501 -0.09005  0.07
H 4.27475 2.97365 0.05715  0.11
C 3.98887 -1.64209 -3.96237  0.05
N 3.60754 -0.94776 -2.71144  -0.43
O 4.15183 -1.22737 -1.65582  0.07
O 2.75448 -0.07315 -2.80853  0.05
H 4.92520 -2.18057 -3.87210  0.10
H 4.24115 -0.74930 -4.54380  0.10
H 3.15202 -2.19094 -4.37339  0.11
C 0.98891 0.88619 -0.42525  0.04
N 0.61626 -0.02700 0.71211  -0.41
O -0.11695 -0.95815 0.44436  0.06
O 1.00262 0.28304 1.81896  0.07
H 0.86367 1.93802 -0.20966  0.04
H 0.41411 0.57330 -1.28771  0.09
H 2.03509 0.59002 -0.50941  0.08
C 1.76914 5.16318 -2.82888  0.06
N 0.38891 4.70301 -2.46245  -0.43
O -0.58206 5.32749 -2.79240  0.10
O 0.34986 3.68712 -1.77251  0.02
H 2.03999 5.74864 -1.95773  0.08
H 1.62730 5.69894 -3.76346  0.10
H 2.32155 4.25612 -3.03782  0.09